C5H7NOS | the ωB97M-V functional and the def2-TZVPD basis

Summary:
E_tot = -722.8559 hartree
gap between HOMO and LUMO = 0.3637 hartree
HOMO energy = -9.27 eV

The geometry in ORCA input format:
```
! wB97M-V def2-TZVPD RIJCOSX def2/J DEFGRID3
* xyz 0 1
C -0.250 -2.333 -0.935
C -0.185 -1.454 0.180
C 0.776 -0.299 0.129
C 0.301 0.787 1.139
N -0.610 1.645 0.427
C -0.386 1.713 -0.906
O -0.649 2.745 -1.617
S 0.792 0.569 -1.527
H -0.900 -3.231 -1.006
H 0.522 -2.267 -1.742
H -0.849 -1.551 1.038
H 1.639 -0.712 0.615
H 1.109 1.500 1.424
H -0.288 0.358 2.000
H -1.021 2.530 0.783
*
```

=====

C3H2N2O3 | the ωB97M-V functional and the def2-TZVPD basis

Summary:
E_tot = -450.5928 hartree
gap between HOMO and LUMO = 0.3117 hartree
HOMO energy = -9.88 eV

The geometry in ORCA input format:
```
! wB97M-V def2-TZVPD RIJCOSX def2/J DEFGRID3
* xyz 0 1
O -0.250 2.142 -0.343
C -0.804 1.040 -0.053
O -2.257 0.934 0.321
N -2.496 -0.465 0.050
N -1.461 -1.136 -0.331
C -0.315 -0.367 -0.360
C 1.070 -0.696 0.002
O 2.039 0.388 0.110
H 1.543 -1.751 0.309
H 2.932 -0.089 0.294
*
```

=====

C10H32IN8O6 | the ωB97M-V functional and the def2-TZVPD basis

Summary:
E_tot = -1587.1040 hartree
gap between HOMO and LUMO = 0.2867 hartree
HOMO energy = -5.36 eV

The geometry in ORCA input format:
```
! wB97M-V def2-TZVPD RIJCOSX def2/J DEFGRID3
* xyz -1 1
I 0.056 -0.326 0.251
C 1.006 2.220 -1.346
C 0.011 1.741 -2.521
C 0.503 2.058 -3.972
O -0.141 0.377 -2.404
H 2.008 1.798 -1.420
H 0.860 2.001 -0.289
H 1.074 3.307 -1.401
H -0.832 2.430 -2.453
H 0.626 3.139 -4.040
H -0.292 1.845 -4.687
H 1.479 1.653 -4.242
H 0.530 0.144 -1.758
C 2.288 0.362 2.393
C 1.261 -0.184 3.390
C 0.351 1.000 3.861
O 0.641 -1.266 2.929
H 2.773 -0.441 1.837
H 3.182 0.824 2.810
H 1.813 0.853 1.543
H 1.885 -0.442 4.245
H 0.923 1.915 4.018
H -0.088 0.634 4.790
H -0.484 1.270 3.215
H 0.222 -1.082 2.085
C 3.333 -1.660 -0.344
O 3.802 -0.561 -0.044
N 3.995 -2.695 -0.867
N 2.075 -1.950 -0.450
H 5.001 -2.648 -0.937
H 3.541 -3.108 -1.669
H 1.933 -2.946 -0.540
H 1.294 -1.318 -0.348
C -1.970 2.423 0.989
O -2.625 3.450 1.245
N -1.210 2.226 -0.105
N -1.985 1.337 1.752
H -1.092 3.019 -0.720
H -1.105 1.285 -0.456
H -2.686 1.263 2.475
H -1.392 0.541 1.565
C -2.987 -0.042 -1.564
O -4.113 -0.101 -2.059
N -2.477 -1.008 -0.912
N -2.141 0.949 -1.590
H -1.521 -0.954 -0.593
H -2.932 -1.850 -0.588
H -2.272 1.494 -2.431
H -1.168 0.758 -1.398
C -1.778 -3.414 0.234
O -2.262 -4.450 -0.127
N -2.509 -2.435 0.679
N -0.556 -3.158 0.184
H -3.517 -2.473 0.628
H -2.004 -1.649 1.063
H -0.229 -2.220 0.366
H -0.096 -3.932 -0.274
*
```

=====

C5H18N2O4 | the ωB97M-V functional and the def2-TZVPD basis

Summary:
E_tot = -611.8086 hartree
gap between HOMO and LUMO = 0.3482 hartree
HOMO energy = -8.87 eV

The geometry in ORCA input format:
```
! wB97M-V def2-TZVPD RIJCOSX def2/J DEFGRID3
* xyz 0 1
C -3.397 1.087 -1.175
N -2.118 0.544 -1.595
C -0.998 1.153 -0.899
C 0.306 0.490 -1.281
N 0.486 -0.763 -0.541
C 1.672 -1.354 -0.313
C 2.879 -0.805 -1.003
O 1.764 -2.326 0.440
H -3.456 2.128 -1.497
H -3.549 1.052 -0.093
H -4.221 0.528 -1.632
H -2.113 -0.447 -1.492
H -1.093 1.133 0.203
H -0.937 2.203 -1.195
H 1.136 1.150 -1.048
H 0.353 0.292 -2.352
H -0.300 -1.112 -0.005
H 2.709 -0.627 -2.064
H 3.685 -1.523 -0.883
H 3.169 0.120 -0.534
O 1.673 1.544 0.973
H 0.965 1.071 1.458
H 1.944 2.260 1.565
O -0.206 -2.427 2.196
H 0.072 -2.981 2.950
H 0.489 -2.481 1.492
O -0.301 0.311 2.505
H -0.339 0.457 3.448
H -0.271 -0.677 2.373
*
```